# 1
The following is a quantum chemistry calculation of C20H29N2Ti as an isolated structure in a non-equilibrium geometry, from OMol25.

Its charge is +2. The multiplicity is 2. The highest occupied orbital energy (spin up / spin down) comes out at -15.1 / -15.1 eV. The orbital gap (spin up / spin down) comes out at 0.270 / 0.210 Ha.

Cartesian coordinates (Å):
C: 1.0958 1.7793 -0.4128
H: 1.4253 2.1528 0.5629
H: 1.9341 1.7779 -1.1188
H: 1.8347 0.2838 0.2701
C: -0.0792 2.6338 -0.9017
H: -0.7673 2.0677 -1.5602
H: -0.6962 2.9419 -0.0432
C: 0.3820 3.9030 -1.6434
H: -0.4867 4.4959 -1.9454
H: 1.0093 4.5321 -1.0032
H: 0.9548 3.6583 -2.5446
C: -0.4829 -2.1794 -1.0382
C: -0.8847 -1.1145 -1.9338
C: 0.3115 -0.5538 -2.5176
C: 1.4497 -1.2189 -1.9272
C: 0.9593 -2.2233 -1.0151
C: 1.7904 -3.2105 -0.2756
C: 2.8758 -0.9908 -2.2889
C: 0.3570 0.4530 -3.6154
C: -2.2917 -0.7786 -2.2917
C: -1.4154 -3.1405 -0.3929
Ti: 0.2752 -0.2094 -0.2880
H: 3.5410 -1.2835 -1.4690
H: 3.1697 -1.5782 -3.1725
H: 3.0670 0.0636 -2.5261
H: 2.8112 -2.8397 -0.1301
H: 1.3642 -3.4382 0.7102
H: 1.8648 -4.1624 -0.8256
H: -2.3754 -2.6639 -0.1588
H: -1.6338 -3.9870 -1.0643
H: -1.0035 -3.5562 0.5337
H: -2.3739 0.2331 -2.7067
H: -2.6857 -1.4777 -3.0457
H: -2.9512 -0.8410 -1.4168
H: 1.1867 1.1618 -3.4905
H: 0.4970 -0.0326 -4.5941
H: -0.5762 1.0268 -3.6727
N: -0.8977 -1.4313 3.7007
C: -0.4525 -1.6238 2.4418
N: -0.3857 -0.4541 1.7890
C: -0.7926 0.5501 2.6948
C: -0.6838 1.9409 2.6423
C: -0.9385 2.6687 3.8145
C: -1.2843 2.0219 5.0137
C: -1.3679 0.6207 5.0752
C: -1.1319 -0.0642 3.8967
H: -1.0463 -2.1591 4.4118
H: -0.1370 -2.5950 2.0674
H: -0.3774 2.4117 1.7125
H: -0.8694 3.7577 3.8041
H: -1.4858 2.6151 5.9039
H: -1.6017 0.0561 5.9856

# 2
The following is a quantum chemistry calculation of one molecule with the formula C20H29N3O2S in a non-equilibrium geometry, from OMol25.

For the energy above the lowest of the compared OMol25 structures with the same formula, charge and spin, the calculation gives 26.6 kcal/mol. The highest occupied orbital energy comes out at -8.5 eV. The SMILES is C[C@H](c1cccs1)N(C)C(=O)CCc1nnc(CCC2CCCCC2)o1. The orbital gap comes out at 0.338 Ha.

Cartesian coordinates (Å):
C: -2.9691 -0.0595 -2.9437
H: -2.7657 -0.9361 -3.5529
H: -2.8932 0.8255 -3.5710
H: -3.9840 -0.1461 -2.5649
C: -1.9383 0.0059 -1.8164
C: -2.1184 -1.0966 -0.8171
C: -3.2164 -1.4453 -0.0915
C: -2.9811 -2.5281 0.7831
C: -1.7091 -2.9905 0.7098
S: -0.7730 -2.1108 -0.4259
H: -1.2571 -3.7921 1.2584
H: -3.7288 -2.9372 1.4383
H: -4.1705 -0.9556 -0.1688
N: -1.9214 1.3151 -1.1541
C: -0.7157 1.8868 -0.9493
O: 0.3146 1.4071 -1.3935
C: -0.6513 3.1974 -0.1677
H: -1.3180 3.9423 -0.6032
C: -0.9548 3.0188 1.3329
C: -0.5622 1.6597 1.7775
N: -1.3475 0.6531 1.9772
N: -0.5677 -0.3911 2.3358
C: 0.6540 0.0277 2.3324
O: 0.7275 1.3359 1.9925
C: 1.8810 -0.7408 2.6358
H: 1.6608 -1.4289 3.4531
H: 2.6562 -0.0431 2.9534
C: 2.3531 -1.5468 1.4152
H: 3.2902 -2.0431 1.6782
H: 1.6081 -2.3173 1.2079
C: 2.5545 -0.7131 0.1463
C: 2.9202 -1.6313 -1.0217
C: 3.0636 -0.8265 -2.3088
C: 4.1414 0.2394 -2.1478
C: 3.7793 1.1572 -0.9861
C: 3.6340 0.3580 0.3059
H: 3.3728 1.0414 1.1159
H: 4.5864 -0.1183 0.5572
H: 4.5420 1.9302 -0.8624
H: 2.8271 1.6426 -1.2064
H: 4.2327 0.8212 -3.0674
H: 5.1061 -0.2379 -1.9546
H: 3.3087 -1.4915 -3.1402
H: 2.1131 -0.3373 -2.5274
H: 2.1445 -2.3901 -1.1452
H: 3.8613 -2.1428 -0.8010
H: 1.6145 -0.2149 -0.1098
H: -0.3945 3.7593 1.9065
H: -2.0159 3.1397 1.5439
H: 0.3759 3.5474 -0.2863
C: -3.1430 1.7746 -0.5376
H: -3.9867 1.4199 -1.1240
H: -3.1796 2.8620 -0.5260
H: -3.2297 1.3913 0.4825
H: -0.9393 -0.0922 -2.2566

# 3
The following is a quantum chemistry calculation of one molecule with the formula C20H29N3O3S, from OMol25.

For the energy above the lowest of the compared OMol25 structures with the same formula, charge and spin, the calculation gives 66.3 kcal/mol. The highest occupied orbital energy comes out at -8.6 eV. The SMILES is CC[C@@H](CC(=O)N(C)[C@@H]1CN(C(=O)/C=C/c2cc(C)no2)CC12CC2)SC. The orbital gap comes out at 0.324 Ha.

Cartesian coordinates (Å):
C: -2.1548 1.7433 0.2091
C: -1.2428 1.2909 -0.9212
C: -1.8422 0.2149 -1.8261
C: -0.9369 -0.1020 -3.0324
C: 0.4302 -0.5722 -2.5653
O: 1.3023 0.2406 -2.3318
N: 0.5165 -1.8865 -2.1391
C: 0.1875 -2.9742 -3.0534
C: 1.5706 -2.2338 -1.1717
C: 1.3316 -1.5758 0.1944
N: 2.3578 -0.5491 0.3253
C: 2.2795 0.5739 1.0734
O: 3.1464 1.4364 1.0352
C: 1.0727 0.7147 1.9444
C: 0.8343 1.8793 2.5390
C: -0.3338 2.1423 3.3575
C: -0.7712 3.2659 3.9772
C: -1.9993 2.8715 4.5789
C: -2.9394 3.6881 5.3981
N: -2.2616 1.6187 4.3315
O: -1.2125 1.1467 3.5599
C: 3.4341 -0.6854 -0.6482
C: 3.0230 -1.8776 -1.4957
C: 4.0115 -2.9873 -1.7402
C: 3.6153 -2.0554 -2.8531
S: -2.2853 -1.3320 -0.9497
C: -4.0213 -1.0090 -0.5705
H: -1.6968 2.5658 0.7603
H: -3.1187 2.0932 -0.1694
H: -2.3352 0.9363 0.9208
H: -0.9818 2.1450 -1.5545
H: -0.2969 0.9367 -0.5071
H: -2.7856 0.5854 -2.2372
H: -1.4447 -0.8269 -3.6665
H: -0.7799 0.8139 -3.6028
H: -0.5033 -2.6343 -3.8196
H: 1.0798 -3.3633 -3.5489
H: -0.2939 -3.7876 -2.5078
H: 1.4797 -3.3145 -1.0607
H: 0.3254 -1.1638 0.2390
H: 1.4265 -2.3218 0.9896
H: 0.3880 -0.1125 2.0756
H: 1.5326 2.6953 2.3950
H: -0.2936 4.2298 4.0008
H: -3.3087 4.5401 4.8269
H: -3.7836 3.0771 5.7094
H: -2.4372 4.0745 6.2853
H: 3.5030 0.2307 -1.2325
H: 4.3907 -0.8465 -0.1443
H: 5.0014 -2.8835 -1.3160
H: 3.6355 -4.0024 -1.7733
H: 2.9939 -2.4373 -3.6507
H: 4.3292 -1.3067 -3.1697
H: -4.4157 -1.9197 -0.1226
H: -4.1407 -0.1916 0.1363
H: -4.5816 -0.7983 -1.4809

# 4
The following is a quantum chemistry calculation of one molecule with the formula C20H29N3O3S, from OMol25.

For the energy above the lowest of the compared OMol25 structures with the same formula, charge and spin, the calculation gives 67.4 kcal/mol. The highest occupied orbital energy comes out at -8.6 eV. The SMILES is CC[C@@H](CC(=O)N(C)[C@@H]1CN(C(=O)/C=C/c2cc(C)no2)CC12CC2)SC. The orbital gap comes out at 0.323 Ha.

Cartesian coordinates (Å):
C: -2.0268 1.9471 0.0387
C: -1.1573 1.3649 -1.0654
C: -1.8088 0.2209 -1.8398
C: -0.9663 -0.2260 -3.0524
C: 0.4200 -0.6655 -2.6112
O: 1.2980 0.1616 -2.4710
N: 0.5244 -1.9554 -2.1155
C: 0.1597 -3.0816 -2.9694
C: 1.6075 -2.2757 -1.1687
C: 1.3863 -1.6362 0.2065
N: 2.2924 -0.4958 0.2456
C: 2.1617 0.6367 0.9706
O: 2.9837 1.5413 0.9020
C: 0.9553 0.7436 1.8470
C: 0.7333 1.8760 2.5071
C: -0.4294 2.1076 3.3417
C: -0.8388 3.1906 4.0499
C: -2.0725 2.7822 4.6250
C: -2.9868 3.5638 5.5126
N: -2.3667 1.5583 4.2828
O: -1.3334 1.1231 3.4705
C: 3.3915 -0.6234 -0.7047
C: 3.0365 -1.8609 -1.5145
C: 4.0738 -2.9351 -1.7201
C: 3.6230 -2.0731 -2.8683
S: -2.2298 -1.2327 -0.8057
C: -3.9343 -0.8465 -0.3498
H: -1.5377 2.8104 0.4921
H: -2.9960 2.2761 -0.3453
H: -2.1994 1.2174 0.8309
H: -0.8940 2.1455 -1.7861
H: -0.2101 1.0246 -0.6426
H: -2.7662 0.5653 -2.2416
H: -1.5157 -1.0042 -3.5790
H: -0.8361 0.6284 -3.7172
H: -0.5238 -2.7667 -3.7528
H: 1.0422 -3.5132 -3.4483
H: -0.3351 -3.8567 -2.3815
H: 1.5571 -3.3593 -1.0633
H: 0.3455 -1.3469 0.3291
H: 1.6426 -2.3565 0.9909
H: 0.2552 -0.0767 1.9285
H: 1.4429 2.6889 2.4085
H: -0.3391 4.1383 4.1481
H: -2.6002 4.5690 5.6678
H: -3.9792 3.6380 5.0702
H: -3.0869 3.0778 6.4822
H: 3.4386 0.2763 -1.3155
H: 4.3447 -0.7366 -0.1805
H: 5.0615 -2.7618 -1.3131
H: 3.7497 -3.9683 -1.7024
H: 3.0043 -2.5200 -3.6347
H: 4.2988 -1.3108 -3.2328
H: -4.3195 -1.7228 0.1692
H: -4.0007 0.0111 0.3150
H: -4.5397 -0.6764 -1.2396